A | Below is a 10-piece molecular cluster, H20O10 overall, with properties calculated with ωB97M-V with the def2-TZVPD basis set.

The geometry in ORCA input format:
```
! wB97M-V def2-TZVPD RIJCOSX def2/J DEFGRID3
* xyz 0 1
O -0.5421 0.8796 0.3354
H -0.9570 1.1054 1.2142
H -0.7757 -0.0306 0.3801
O -2.4550 1.5643 0.2655
H -3.2199 1.3902 -0.3258
H -2.7778 1.1381 1.0526
O 2.5125 0.8885 4.1992
H 2.5067 -0.0536 4.2906
H 1.7139 1.1135 4.7157
O 3.1893 0.6935 0.0182
H 3.7696 1.4389 -0.1919
H 2.7301 0.9830 0.8121
O 1.7833 3.7899 -0.3200
H 2.3500 3.4093 0.3476
H 1.0813 3.0800 -0.2597
O -2.6816 -4.1814 1.3461
H -2.5639 -3.4649 1.9618
H -1.9177 -4.7708 1.5833
O 1.1706 -0.9347 0.0834
H 0.9888 -0.0503 -0.2386
H 1.9276 -1.1798 -0.5190
O -2.2570 -3.8864 -0.5559
H -1.4834 -3.6468 -0.0593
H -2.3564 -4.8648 -0.2839
O -0.5158 -0.8739 -3.8743
H -0.9119 -0.6940 -3.0846
H 0.2430 -0.3493 -4.0017
O -0.2547 2.1215 -2.0129
H 0.6624 2.1797 -1.9121
H -0.6052 2.7793 -1.3589
*
```

For the LUMO energy, the calculation gives -0.3 eV. The value obtained for the HOMO-LUMO gap is 8.7244 eV.

---

B | Below is a 10-piece molecular cluster, H20O10 overall, with properties calculated with ωB97M-V with the def2-TZVPD basis set.

The geometry in ORCA input format:
```
! wB97M-V def2-TZVPD RIJCOSX def2/J DEFGRID3
* xyz 0 1
O 1.2375 -0.1541 2.5306
H 1.4845 -0.6441 3.3156
H 2.1085 -0.0411 2.1176
O 0.0635 1.8189 -2.8354
H 0.2785 1.1969 -3.5484
H 0.3305 1.3459 -2.0294
O -0.4365 1.7579 3.4626
H -0.0525 1.9039 4.3136
H 0.1895 1.0959 3.0696
O 0.1685 0.3289 -0.5434
H -0.6455 -0.1421 -0.3354
H 0.2805 0.9879 0.1156
O -0.5275 -2.2491 1.8426
H 0.1285 -1.5421 1.8336
H -0.9935 -2.1141 2.6436
O -2.1115 -1.0581 -0.0394
H -1.4685 -1.4721 0.5606
H -2.3395 -0.2271 0.3106
O 0.1185 -1.5911 -2.7764
H 0.0815 -2.1821 -3.5364
H 0.8665 -1.0301 -2.9564
O 0.3305 2.8329 0.6666
H -0.1275 3.5739 0.2946
H 0.5295 3.1509 1.5546
O -2.0955 -0.2271 -3.4154
H -1.4095 -0.7651 -3.0674
H -2.2975 0.4609 -2.7994
O 2.4965 -1.6751 -0.1274
H 1.8795 -2.4151 -0.2154
H 1.9335 -0.9261 -0.4054
*
```

For the LUMO energy, the calculation gives -0.3 eV. The value obtained for the HOMO-LUMO gap is 9.6813 eV.

---

Which structure is the most stable? The one labeled B.

---

A | Below is a 2-piece molecular cluster, C4H9S overall, with properties calculated with ωB97M-V with the def2-TZVPD basis set.

The geometry in ORCA input format:
```
! wB97M-V def2-TZVPD RIJCOSX def2/J DEFGRID3
* xyz -1 1
C -0.2342 -2.2972 0.4263
S -0.7268 -1.2290 -0.9793
H -0.9821 -2.2537 1.2111
H -0.0178 -3.4041 0.2104
H 0.6812 -1.7706 0.6468
C -0.6468 1.7329 0.6695
C 0.6370 1.7750 0.0006
C 1.8039 1.6610 0.6274
H -0.5762 0.8654 1.4226
H -0.8288 2.6710 1.1639
H -1.3682 1.4212 -0.0284
H 0.7055 1.7812 -1.1129
H 2.6968 1.9674 0.1799
H 1.9594 1.1561 1.6322
*
```

For the LUMO energy, the calculation gives 4.2 eV. The value obtained for the HOMO-LUMO gap is 6.1848 eV.

---

B | Below is a 2-piece molecular cluster, C4H9S overall, with properties calculated with ωB97M-V with the def2-TZVPD basis set.

The geometry in ORCA input format:
```
! wB97M-V def2-TZVPD RIJCOSX def2/J DEFGRID3
* xyz -1 1
C -0.8861 1.8807 -0.9022
S 0.2912 0.7687 -1.8300
H -0.5389 1.8606 0.1380
H -0.8978 2.8516 -1.3917
H -1.9265 1.5417 -0.7980
C 0.9188 -0.4556 2.0614
C 0.1218 -1.1430 1.0257
C -0.7151 -2.1256 1.3539
H 0.5844 0.5207 2.4024
H 1.0606 -1.0856 2.9554
H 1.9683 -0.3511 1.7370
H 0.2156 -0.8404 -0.0348
H -1.3400 -2.6640 0.6481
H -0.6167 -2.6432 2.3124
*
```

For the LUMO energy, the calculation gives 3.9 eV. The value obtained for the HOMO-LUMO gap is 6.1533 eV.

---

Which structure is the most stable? The one labeled B.

---

A | Below is C2H5IS as an isolated structure, with properties calculated with ωB97M-V with the def2-TZVPD basis set.

The geometry in ORCA input format:
```
! wB97M-V def2-TZVPD RIJCOSX def2/J DEFGRID3
* xyz 0 1
C 0.2776 0.3434 1.3314
C 0.0463 0.2919 -0.9562
S -1.5784 -0.2462 -1.0850
I 1.5022 -1.2530 -1.4712
H 0.3156 -0.6175 1.8156
H 1.2215 0.8526 1.4231
H -0.6338 0.8211 1.6951
H 0.1728 1.2566 -1.1464
H -1.3239 -1.4490 -1.6064
*
```

For the LUMO energy, the calculation gives -0.1 eV. The value obtained for the HOMO-LUMO gap is 8.0363 eV.

---

B | Below is a 2-piece molecular cluster, C2H5IS overall, with properties calculated with ωB97M-V with the def2-TZVPD basis set.

The geometry in ORCA input format:
```
! wB97M-V def2-TZVPD RIJCOSX def2/J DEFGRID3
* xyz 0 1
C 0.4112 -0.9133 0.0115
C -1.4490 0.8269 0.2759
S 1.9247 -0.1925 0.3728
I -3.2876 -0.0873 -0.0527
H 0.0231 -1.5591 0.7777
H 0.1765 -1.1429 -1.0107
H -1.1543 1.5238 -0.4878
H -1.2607 1.1097 1.2959
H 2.1848 0.2802 -0.8482
*
```

For the LUMO energy (alpha / beta), the calculation gives 0.2 / 0.0 eV. The value obtained for the HOMO-LUMO gap (alpha / beta) is 8.1324 / 7.6411 eV.

---

Which structure is the most stable? The one labeled B.

---

A | Below is a 2-piece molecular cluster, C2H8IN2 overall, with properties calculated with ωB97M-V with the def2-TZVPD basis set.

The geometry in ORCA input format:
```
! wB97M-V def2-TZVPD RIJCOSX def2/J DEFGRID3
* xyz 1 1
C -0.2861 0.4304 1.5877
C -1.2721 -0.9399 -0.1553
N 0.6000 -0.2684 -1.9071
N -0.7634 -0.8413 1.0360
I -1.4680 -2.6922 -1.1271
H 0.7911 0.2489 1.9388
H -0.0882 1.3075 0.8461
H -0.8495 0.8734 2.4219
H -1.4908 -0.0382 -0.7048
H 0.9019 0.5362 -1.4846
H 1.1614 -1.0066 -1.9621
H -0.3436 -1.6633 1.5176
H 0.3527 -0.1313 -2.9253
*
```

For the LUMO energy, the calculation gives -4.7 eV. The value obtained for the HOMO-LUMO gap is 9.3432 eV.

---

B | Below is C2H8IN2 as an isolated structure, with properties calculated with ωB97M-V with the def2-TZVPD basis set.

The geometry in ORCA input format:
```
! wB97M-V def2-TZVPD RIJCOSX def2/J DEFGRID3
* xyz 1 1
C 0.2750 0.9592 -0.4543
C 0.3482 -0.3771 0.2722
N 0.5048 2.0179 0.4442
N -1.0974 -1.5745 -0.1888
I 2.1431 -1.5838 0.1691
H 0.9031 0.9635 -1.4831
H -0.8178 0.9174 -0.9201
H 0.1596 -0.3475 1.3499
H -0.1377 2.1801 1.1778
H 1.4994 2.2672 0.5942
H -0.9732 -1.4725 -1.2708
H -2.1371 -1.5474 0.0317
H -0.6700 -2.4023 0.2780
*
```

For the LUMO energy, the calculation gives -4.7 eV. The value obtained for the HOMO-LUMO gap is 8.9596 eV.

---

Which structure is the most stable? The one labeled A.